(1)
ORCA calculation (the ωB97M-V functional and the def2-TZVPD basis) on 2 unconnected molecules or ions with the total composition C3H4NO.

Results
net charge	-1
DFT total energy	-246.4894	a.u.
M	70.07	g/mol

Each line ends with the natural charge from an NBO analysis.
Element x y z (Å)
C 3.27027 -0.43353 -0.19529  -0.244
C 2.14193 0.00978 -0.09281  -0.102
C 0.84466 0.23884 -0.21184  -0.355
N -3.25385 -0.08929 0.44211  -0.508
O -4.18707 0.22939 -0.39787  -0.655
H 4.38632 -0.56012 -0.36973  0.233
H 0.37763 1.04355 0.34281  0.213
H 0.17134 -0.28501 -0.87582  0.234
H -3.75122 -0.15361 1.35844  0.183

(2)
ORCA calculation (the ωB97M-V functional and the def2-TZVPD basis) on a molecular structure, CH6NO3P2.

Results
net charge	-1
DFT total energy	-1004.9030	a.u.
M	142.01	g/mol

Each line ends with the natural charge from an NBO analysis.
Element x y z (Å)
C 0.85296 1.32819 0.63046  -0.990
N -0.48062 -0.58586 -1.22252  -1.209
O 0.65067 -1.42007 0.92524  -1.076
O 2.14368 -0.65192 -1.01890  -1.134
O -1.97909 -0.78667 0.96998  -1.165
P -1.95471 -0.29814 -0.48914  1.154
P 0.89889 -0.42694 -0.30672  2.257
H 1.45585 2.01517 0.09715  0.214
H -0.17854 1.62801 0.74972  0.220
H 1.34825 0.90218 1.64494  0.229
H 0.18091 0.99854 -1.90752  0.098
H -0.47658 -1.24182 1.11924  0.528
H -2.46167 -1.46066 -1.19193  -0.125

Taking the records one at a time from the top gives energy relative to the best compared isomer or geometry (same formula, charge and spin) values of 80.03 99.09 kcal per mole.